Density functional theory data (the ωB97M-V functional and the def2-TZVPD basis) for C27H22N3O3W as an isolated structure at a distorted geometry.

The highest occupied orbital energy (spin up / spin down) is -9.771 / -9.773 eV. The calculation puts the frontier orbital gap (spin up / spin down) at 0.16834 / 0.17094 Ha. The charge is +1.

Structure (XYZ):
```
56
Properties=species:S:1:pos:R:3:forces:R:3
W -0.5221 -1.1391 -0.5207 -2.156 0.472 2.837
C 1.0409 0.0031 -5.0102 0.056 0.371 -0.776
O 0.8043 -0.3303 -3.6509 1.899 0.575 1.598
C 1.7601 0.0131 -2.7474 -1.497 -1.132 -0.320
C 2.9088 0.7920 -2.9725 0.578 0.409 -0.174
C 3.7044 1.1172 -1.9189 -0.773 0.099 0.088
C 3.2575 0.9342 -0.5202 0.527 -1.146 -0.580
C 2.2981 -0.2089 -0.3500 -0.824 0.336 -0.069
C 1.7774 -0.5070 1.0455 0.002 -0.478 0.121
N 0.6724 -1.4446 0.9744 -0.350 0.716 -1.490
N 0.2197 -1.9244 2.1293 -0.723 -0.892 1.488
C -1.0542 -2.2073 2.0539 1.755 0.615 -0.437
O -1.6611 -1.9271 0.8938 -0.368 -0.372 -0.312
C -1.7568 -2.7451 3.2055 -0.503 -0.297 0.416
C -3.0625 -3.2316 3.1175 0.365 0.179 -0.154
C -3.7006 -3.6921 4.2547 -0.113 -0.028 0.131
C -3.0583 -3.6666 5.4836 0.000 -0.058 -0.074
C -1.7495 -3.2126 5.5688 0.012 0.024 0.024
C -1.0987 -2.7600 4.4408 -0.125 0.025 -0.290
C 1.5879 -0.6383 -1.4792 1.976 0.087 -0.187
O 0.8626 -1.7885 -1.5532 0.547 -0.614 -1.365
H 0.1488 -0.2970 -5.5548 0.069 0.009 0.081
H 1.9078 -0.5393 -5.4006 -0.124 0.029 0.117
H 1.1918 1.0801 -5.1301 -0.070 -0.115 0.008
H 3.1802 1.0866 -3.9747 0.023 0.001 -0.059
H 4.6237 1.6560 -2.0786 0.108 0.164 -0.074
H 4.1110 0.8224 0.1510 -0.042 -0.093 -0.059
H 2.5435 -0.8370 1.7558 0.002 0.087 -0.149
H -3.5599 -3.2547 2.1589 -0.050 0.044 -0.048
H -4.7091 -4.0703 4.1820 -0.087 -0.022 0.004
H -3.5679 -4.0114 6.3718 -0.040 -0.034 0.020
H -1.2328 -3.2054 6.5164 0.008 -0.020 0.102
H -0.0808 -2.4087 4.4809 0.090 0.043 0.103
C 2.7496 2.5357 1.3815 0.173 -0.094 0.201
C 2.5638 2.3497 -0.0851 -0.481 0.406 0.170
C 1.1196 2.2209 -0.4185 -0.282 0.231 0.115
C 0.3775 1.4194 0.3676 0.217 0.106 0.124
C 1.0641 0.8109 1.5830 -0.061 0.857 -0.205
C 2.0313 1.7735 2.1902 -0.056 -0.020 -0.208
N -0.8391 0.8244 0.0159 0.261 -0.446 -0.500
C -1.5814 1.3318 -1.0582 -0.541 -0.051 -0.535
C -2.2761 0.3563 -1.8188 0.264 -0.096 0.830
C -2.9355 0.7262 -2.9786 0.076 -0.170 -0.061
C -2.9176 2.0523 -3.3934 -0.069 -0.116 -0.073
C -2.3110 3.0187 -2.6080 -0.044 -0.140 -0.042
C -1.6615 2.6712 -1.4359 0.031 -0.251 0.201
H 3.4518 3.2728 1.7297 0.216 0.068 0.116
H 3.0513 3.1400 -0.6532 0.010 -0.084 0.040
H 0.7644 2.6486 -1.3412 -0.078 -0.055 -0.056
H 0.3293 0.4848 2.3303 0.220 -0.111 -0.294
H 2.1015 1.8151 3.2623 0.095 0.052 0.232
H -2.4319 -0.7062 -1.3988 -0.056 0.797 -0.502
H -3.4737 -0.0065 -3.5612 -0.018 -0.103 -0.014
H -3.4051 2.3229 -4.3166 -0.098 0.063 -0.039
H -2.3321 4.0538 -2.9137 -0.064 0.097 -0.002
H -1.2258 3.4267 -0.8017 0.115 0.075 -0.022
```
Positions in Å, forces in eV/Å.

***

Density functional theory data (the ωB97M-V functional and the def2-TZVPD basis) for C27H22N6O2PRuSSe2 as an isolated structure at a distorted geometry.

The highest occupied orbital energy (spin up / spin down) is -7.188 / -7.172 eV. The energy above the lowest of the compared OMol25 structures with the same formula, charge and spin is 43.9 kcal per mole. Its multiplicity is 2. The calculation puts the frontier orbital gap (spin up / spin down) at 0.21249 / 0.21455 Ha.

Structure (XYZ):
```
62
Properties=species:S:1:pos:R:3:forces:R:3
Ru 0.0191 0.4947 0.4698 -1.640 -0.436 -0.025
O -3.8006 -0.6529 1.6623 0.064 -0.014 -0.014
C -2.8210 0.0282 1.4474 0.075 -0.036 0.314
O -1.6550 -0.4644 1.1159 0.057 0.004 -0.122
C -2.8683 1.5101 1.7153 0.030 0.113 -0.223
C -3.6103 1.9457 2.8076 -0.018 -0.023 0.045
C -3.6949 3.2911 3.1217 -0.009 0.005 0.021
C -3.0294 4.2223 2.3355 0.010 0.014 -0.021
C -2.2885 3.8027 1.2449 0.054 -0.024 -0.060
C -2.2059 2.4464 0.9134 -0.148 0.035 0.112
S -1.3456 2.0379 -0.5822 0.805 -0.418 -0.081
H -4.1243 1.2017 3.4031 -0.022 0.008 -0.058
H -4.2837 3.6156 3.9703 0.029 -0.017 0.003
H -3.0910 5.2779 2.5692 0.008 -0.010 -0.005
H -1.7713 4.5189 0.6177 -0.040 0.009 0.034
Se -2.0516 -3.4049 -0.0415 0.354 -0.049 -0.218
P -0.1880 -3.2225 -1.0226 -0.813 -0.354 0.600
Se 0.7410 -1.1893 -1.2376 0.016 0.947 0.335
C -0.2558 -3.8703 -2.7325 0.335 0.378 -0.071
C 0.5079 -3.3119 -3.7563 -0.032 -0.129 0.035
C 0.4626 -3.8507 -5.0344 0.011 0.014 0.016
C -0.3393 -4.9529 -5.2925 -0.007 -0.008 0.040
C -1.0967 -5.5112 -4.2711 0.005 -0.036 -0.070
C -1.0623 -4.9707 -2.9949 -0.059 -0.053 -0.019
C 1.0792 -4.2772 -0.2128 0.159 0.308 -0.052
C 2.4013 -3.8672 -0.0589 -0.024 -0.138 0.000
C 3.3219 -4.6982 0.5680 -0.011 0.012 -0.004
C 2.9273 -5.9418 1.0372 -0.006 -0.006 -0.012
C 1.6103 -6.3542 0.8786 0.001 -0.026 0.008
C 0.6860 -5.5256 0.2613 0.055 -0.048 0.017
H 1.1303 -2.4501 -3.5546 0.016 -0.009 -0.070
H 1.0519 -3.4080 -5.8284 -0.019 -0.005 0.029
H -0.3785 -5.3746 -6.2892 0.000 0.007 0.018
H -1.7257 -6.3695 -4.4735 0.002 0.028 0.019
H -1.6784 -5.3865 -2.2074 0.007 0.039 0.016
H 2.7067 -2.8969 -0.4255 0.024 0.007 0.022
H 4.3481 -4.3720 0.6910 -0.035 0.000 -0.014
H 3.6432 -6.5911 1.5262 -0.014 0.015 -0.004
H 1.2997 -7.3242 1.2473 -0.005 0.022 -0.013
H -0.3471 -5.8335 0.1635 -0.013 0.024 0.016
N -0.1788 -1.6561 3.0501 0.153 0.170 0.086
C 0.9499 -0.9715 3.1114 -0.483 -0.463 0.044
N 1.8131 -1.2204 4.0990 0.119 0.182 -0.017
C 2.9385 -0.5209 4.0554 -0.243 -0.215 0.145
N 3.8338 -0.7353 5.0313 0.073 0.169 0.044
N 3.2814 0.3637 3.0930 0.669 0.174 0.099
C 2.3971 0.5261 2.1513 -0.244 -0.402 0.488
N 1.1938 -0.0578 2.1321 0.244 0.185 -0.884
C 2.7256 1.3606 0.9875 0.290 0.403 -0.434
C 3.9689 1.9467 0.8278 0.040 -0.173 0.379
C 4.2517 2.6228 -0.3422 0.048 0.136 -0.090
C 3.2775 2.6952 -1.3219 0.063 0.017 0.035
C 2.0489 2.1100 -1.0839 -0.153 0.097 -0.055
N 1.7711 1.4656 0.0507 0.281 -0.213 -0.247
H -0.3706 -2.3150 3.7836 0.030 -0.069 -0.030
H -0.8641 -1.4726 2.3071 -0.064 -0.051 0.001
H 3.5547 -1.2841 5.8248 0.007 -0.033 -0.034
H 4.6356 -0.1344 5.0942 0.004 -0.023 -0.025
H 4.6821 1.8327 1.6323 0.043 0.039 -0.072
H 5.2144 3.0916 -0.4948 0.022 -0.048 0.036
H 3.4635 3.1974 -2.2608 -0.057 -0.003 0.013
H 1.2469 2.1613 -1.8046 -0.044 -0.027 -0.027
```
Positions in Å, forces in eV/Å.

***

Density functional theory data (the ωB97M-V functional and the def2-TZVPD basis) for C27H23AuN5O4S as an isolated structure.

The highest occupied orbital energy (spin up / spin down) is -10.621 / -10.621 eV. The energy above the lowest of the compared OMol25 structures with the same formula, charge and spin is 0.0 kcal per mole. Its multiplicity is 3. The calculation puts the frontier orbital gap (spin up / spin down) at 0.27799 / 0.17168 Ha. The charge is +1.

Structure (XYZ):
```
61
Properties=species:S:1:pos:R:3:forces:R:3
Au -0.3105 1.2142 0.7722 -0.127 -0.064 -0.106
C 1.7776 3.6595 3.7267 0.002 -0.002 0.000
C 1.0598 3.0994 2.5457 0.006 0.005 -0.001
N 0.6931 1.8740 2.4671 0.012 0.012 0.017
N 0.9214 0.9688 3.4468 0.015 0.044 -0.021
C 0.4098 -0.2163 3.1509 -0.057 -0.025 0.015
O -0.2429 -0.5160 2.0869 0.013 -0.044 -0.002
C 0.6075 -1.2949 4.1513 0.010 0.000 -0.004
C -0.0089 -2.5274 3.9527 0.003 0.001 0.005
C 0.1666 -3.5479 4.8731 -0.003 0.000 -0.002
C 0.9599 -3.3431 5.9931 0.003 0.001 0.002
C 1.5767 -2.1151 6.1940 -0.003 0.001 -0.001
C 1.4013 -1.0917 5.2783 0.002 -0.003 -0.003
C 0.7197 3.9484 1.3770 -0.011 0.000 0.013
C 1.0502 5.2923 1.3388 -0.002 0.013 -0.011
C 0.6932 6.0484 0.2305 0.001 -0.018 0.012
C 0.0203 5.4411 -0.8118 -0.004 -0.015 -0.025
C -0.2723 4.0882 -0.7158 0.024 -0.022 0.006
N 0.0667 3.3686 0.3477 0.019 -0.006 0.045
H 1.8561 2.8998 4.4972 0.006 0.001 -0.003
H 1.2443 4.5234 4.1260 -0.005 -0.003 0.001
H 2.7807 3.9846 3.4433 0.000 0.006 -0.001
H -0.6298 -2.6721 3.0795 0.001 0.000 0.001
H -0.3179 -4.5029 4.7190 0.000 -0.001 0.001
H 1.0971 -4.1404 6.7118 0.000 -0.001 0.000
H 2.1954 -1.9560 7.0671 0.000 0.000 0.001
H 1.8764 -0.1325 5.4251 0.000 0.000 -0.001
H 1.5773 5.7436 2.1662 0.001 -0.002 -0.001
H 0.9409 7.1005 0.1896 0.000 -0.001 -0.003
H -0.2768 5.9915 -1.6925 0.001 0.003 0.000
H -0.7783 3.5491 -1.5034 -0.035 -0.039 -0.057
O -2.5076 -2.1325 -1.0260 0.204 0.255 0.421
C -2.7459 -1.8302 -2.2488 0.004 0.110 -0.316
C -3.4905 -2.7482 -3.0583 -0.059 0.039 0.029
C -3.8389 -2.3935 -4.3360 -0.002 0.080 -0.049
C -3.4042 -1.1743 -4.8591 -0.031 -0.037 0.004
C -2.6332 -0.2797 -4.0878 -0.037 -0.022 0.016
C -2.3114 -0.5709 -2.7935 0.053 -0.077 -0.095
C -1.5683 0.4287 -1.9399 -0.240 0.227 0.139
O -1.1107 1.4414 -2.4263 0.092 0.002 -0.016
O -1.5408 0.1133 -0.6744 0.090 -0.133 -0.091
H -2.0385 -1.2806 -0.6203 -0.127 -0.222 -0.008
H -3.7921 -3.6821 -2.6051 0.008 -0.023 -0.006
H -4.4284 -3.0607 -4.9486 0.002 -0.024 0.022
H -3.6652 -0.9054 -5.8736 -0.003 0.005 0.004
H -2.3109 0.6656 -4.5040 0.018 0.002 0.024
N 1.6320 -3.0389 -5.0289 -0.084 -0.073 0.041
C 0.7088 -2.9154 -4.0774 0.148 0.106 -0.041
S -0.7820 -3.6220 -4.1456 0.009 -0.057 -0.022
C 1.0685 -2.0272 -2.9418 -0.008 -0.015 0.009
C 0.8373 -2.4338 -1.6346 -0.030 0.005 0.065
C 1.0815 -1.5348 -0.6122 -0.048 0.039 -0.019
N 1.4941 -0.2816 -0.8235 0.164 -0.094 -0.036
C 1.7518 0.0825 -2.0764 -0.053 0.075 0.086
C 1.5725 -0.7538 -3.1673 -0.021 -0.006 -0.051
H 1.4468 -3.6281 -5.8253 0.016 0.019 -0.013
H 2.5618 -2.6743 -4.8996 -0.004 0.011 -0.008
H 0.4479 -3.4203 -1.4251 0.008 -0.016 0.008
H 0.8795 -1.8017 0.4179 0.034 -0.010 0.021
H 2.0771 1.1054 -2.2240 0.027 -0.001 0.003
H 1.7545 -0.3858 -4.1688 -0.005 -0.005 0.003
```
Positions in Å, forces in eV/Å.

***

Density functional theory data (the ωB97M-V functional and the def2-TZVPD basis) for C27H23F4N9Zn as an isolated structure.

The highest occupied orbital energy (spin up / spin down) is -14.238 / -14.238 eV. The calculation puts the frontier orbital gap (spin up / spin down) at 0.23041 / 0.23039 Ha. The charge is +2.

Structure (XYZ):
```
64
Properties=species:S:1:pos:R:3:forces:R:3
Zn 0.7436 -1.8963 0.0280 0.276 -0.314 0.037
C -3.4612 -3.0312 0.8560 0.014 0.039 -0.003
C -2.1446 -2.4734 0.4230 0.017 -0.012 -0.005
N -0.9947 -2.8420 0.8205 -0.093 0.020 0.062
C -0.6608 -3.9628 1.6748 0.087 0.064 -0.124
C 0.4751 -4.7877 0.9924 -0.041 0.134 0.005
N 1.1643 -4.0538 -0.1067 -0.011 -0.065 0.067
C 2.6262 -4.2582 -0.1752 -0.017 0.113 0.087
C 3.3382 -3.3269 0.8023 -0.164 -0.009 -0.124
N 2.8752 -1.9314 0.6546 0.164 0.051 -0.064
C 3.6509 -1.0648 -0.2712 -0.125 -0.021 -0.072
C 3.0509 -0.9506 -1.6844 -0.045 -0.066 0.113
N 1.6093 -0.8189 -1.5907 0.026 0.006 0.035
C 0.8602 -0.0555 -2.2792 0.012 0.031 -0.057
C 1.3135 0.8953 -3.3397 -0.060 -0.065 -0.061
C -0.6192 -0.1772 -1.9595 0.065 -0.048 0.003
C -1.6514 0.5588 -2.5208 -0.037 0.079 -0.069
C -2.9460 0.3159 -2.0711 -0.006 0.007 0.006
C -3.1890 -0.6490 -1.1006 -0.085 -0.008 0.002
C -2.1044 -1.3569 -0.6046 0.028 -0.031 0.074
N -0.8850 -1.0973 -1.0463 0.058 0.041 0.013
H -3.3773 -4.0663 1.1762 0.014 -0.008 0.008
H -4.2020 -2.9750 0.0612 0.015 -0.009 -0.005
H -3.8343 -2.4531 1.7066 -0.006 0.005 -0.040
H -1.5018 -4.6137 1.9070 -0.027 -0.011 -0.013
H -0.2983 -3.5477 2.6181 -0.014 0.003 -0.002
H 0.0606 -5.7144 0.6009 0.001 -0.041 -0.028
H 1.2104 -5.0615 1.7464 0.026 -0.022 -0.004
H 0.7643 -4.3697 -0.9818 -0.016 0.015 -0.034
H 2.9441 -4.0397 -1.1961 -0.039 -0.018 -0.005
H 2.9034 -5.2920 0.0402 0.015 -0.022 -0.027
H 4.4179 -3.4087 0.6654 0.028 -0.010 0.017
H 3.1154 -3.6383 1.8242 0.016 0.021 0.012
H 2.9250 -1.4961 1.5669 -0.019 0.009 0.013
H 4.6821 -1.4117 -0.3576 0.027 0.006 0.032
H 3.6825 -0.0673 0.1675 -0.022 -0.002 0.033
H 3.2529 -1.8602 -2.2562 -0.003 0.005 -0.025
H 3.5405 -0.1262 -2.2029 -0.002 0.005 -0.028
H 2.3288 1.2415 -3.1637 0.000 0.004 0.006
H 0.6583 1.7610 -3.4062 0.019 0.001 0.015
H 1.2983 0.3974 -4.3141 -0.026 0.008 0.040
H -1.4753 1.2972 -3.2912 0.008 -0.022 0.033
H -3.7712 0.8834 -2.4821 0.015 -0.021 0.001
H -4.1948 -0.8355 -0.7493 0.026 0.015 -0.018
F -1.5946 1.7086 0.9120 -0.021 -0.038 -0.025
C -1.2798 2.9979 1.0603 0.099 0.031 0.001
C -2.1743 3.9266 0.7050 0.076 0.089 0.068
F -3.3353 3.5299 0.2307 -0.152 -0.024 -0.087
C -1.9031 5.3492 0.8337 -0.011 0.023 0.001
C -0.6223 5.6717 1.4438 -0.083 0.004 -0.033
C 0.2680 4.7314 1.7963 0.039 -0.090 0.020
F 1.4211 5.1012 2.3233 0.048 -0.068 0.016
C 0.0215 3.3225 1.5941 0.054 -0.152 0.034
C 0.9524 2.3568 1.8730 0.092 0.027 0.191
C 0.7432 0.9694 1.5997 -0.083 0.175 -0.075
N 0.6591 -0.1466 1.3443 0.003 0.039 0.143
C 2.2596 2.6034 2.4124 0.157 0.033 -0.104
N 3.3440 2.6916 2.7860 -0.201 -0.062 -0.022
F -0.3174 6.9332 1.6324 -0.016 0.059 0.007
C -2.7635 6.3006 0.3893 -0.149 0.133 -0.054
C -2.5184 7.7100 0.4965 -0.011 0.067 -0.039
N -2.3818 8.8508 0.5282 -0.028 -0.139 0.012
C -3.9962 5.9864 -0.2805 0.000 -0.015 -0.048
N -4.9628 5.7664 -0.8615 0.087 0.052 0.088
```
Positions in Å, forces in eV/Å.